The following is a DFT calculation (ωB97M-V with the def2-TZVPD basis set) of C44H50MnN3P3S2 as an isolated structure.

Values from the calculation:
Expectation value of S²: 8.76
Orbital gap (alpha / beta), eV: 7.62 / 7.12
DFT total energy, Ha: -4841.99191
Relative energy (zero: lowest compared OMol25 entry of this formula, charge and spin), kcal per mole: 2.9

Structure (ORCA input):
```
! RIJCOSX wB97M-V def2-TZVPD def2/J DEFGRID3
* xyz 2 6
H -2.579 3.184 -2.216
C 4.269 1.048 2.630
H -4.072 3.984 2.637
H -0.868 -0.861 7.097
H 1.623 4.325 -4.742
H 1.933 4.081 2.440
H -1.424 -3.292 3.978
H 1.273 -2.087 7.234
H -2.823 -6.848 -0.823
C 0.739 3.193 0.893
H -6.034 -4.097 -1.526
H -3.605 -0.068 1.355
C 0.889 -1.777 6.269
C 2.239 -3.640 -1.508
C 1.187 4.250 1.673
H 1.663 -1.910 2.980
H 2.546 -2.600 5.175
C -0.317 5.728 0.519
H -1.345 -4.994 -0.180
H -1.764 -0.165 4.916
C -3.201 -5.834 -0.829
C -0.821 -0.696 4.962
C 1.969 -3.650 -0.146
S 2.332 0.063 -0.813
N 3.342 0.517 1.631
C -2.433 -3.512 3.616
H 4.008 0.624 3.595
H 5.306 0.793 2.400
H -2.141 -5.620 3.934
C -2.479 -4.960 3.133
H 4.213 3.562 -1.257
H -1.801 -5.115 2.289
C 0.028 1.021 -3.558
H 0.597 4.193 -2.508
H 4.766 2.227 0.646
H 1.004 6.349 2.093
H 2.691 -4.070 0.546
H -0.430 0.088 -3.247
H 1.140 2.206 1.071
C -1.917 0.767 2.399
P -0.801 -0.658 2.167
C 0.771 -3.137 0.327
H 5.043 2.135 -1.915
H 1.636 2.349 -6.224
H 1.505 -3.149 -3.468
C -2.179 3.072 3.092
C 4.166 2.483 -1.374
C -0.764 4.669 -0.263
C -3.197 0.803 1.851
C -2.870 -3.482 -0.456
H -4.567 -2.223 -0.872
H -3.650 -2.861 1.973
C 1.176 3.395 -4.410
H 4.167 2.132 2.714
C 1.104 -1.673 3.882
H -5.852 -6.185 4.045
C 0.100 -2.629 -1.931
H -2.996 1.485 -1.969
H 3.176 -4.041 -1.877
C -3.466 3.088 2.563
H -4.979 1.960 1.539
C -4.860 -5.769 4.218
C -1.411 1.918 3.011
H -3.098 -3.407 4.479
Mn 0.002 -0.199 -0.157
C -0.115 -0.995 3.798
H -3.248 -1.586 3.101
C 1.303 -3.135 -2.404
S -4.104 -5.531 2.594
H -0.736 6.716 0.375
H -4.974 -4.837 4.770
H -1.776 3.956 3.573
C -5.012 -4.291 -1.224
C 0.660 5.521 1.483
C -2.374 -4.789 -0.453
C -0.173 -2.618 -0.557
H 2.868 -0.349 1.825
C -2.545 2.362 -1.504
P -0.807 1.995 -1.093
C -4.517 -5.584 -1.215
H -1.534 4.852 -1.005
H -0.646 -2.274 -2.636
H -3.109 2.617 -0.607
H -5.157 -6.407 -1.511
C 3.328 0.877 0.340
H -4.285 -6.483 4.808
C 0.591 3.320 -3.151
N -1.720 -2.015 1.698
N 4.109 1.876 -0.033
C 0.605 1.093 -4.819
C 0.013 2.132 -2.714
H 0.603 0.228 -5.472
C -2.844 -2.459 2.589
P -1.875 -2.027 -0.059
H -0.412 1.915 3.439
C -0.316 -1.090 6.194
C -4.185 -3.238 -0.851
C -3.974 1.954 1.945
C 1.605 -2.068 5.114
H 0.537 -3.181 1.383
H 3.271 2.216 -1.924
C 1.184 2.284 -5.243
C -0.229 3.392 -0.094
*
```



The following is a DFT calculation (ωB97M-V with the def2-TZVPD basis set) of an isolated ion of composition C44H50N3 and charge +1 at a distorted geometry.

Values from the calculation:
Orbital gap, eV: 6.89
DFT total energy, Ha: -1870.66359
Relative energy (zero: lowest compared OMol25 entry of this formula, charge and spin), kcal per mole: 39.1

Structure (ORCA input):
```
! RIJCOSX wB97M-V def2-TZVPD def2/J DEFGRID3
* xyz 1 1
H 4.115 0.891 0.566
C -0.993 4.638 0.390
H 8.012 -2.626 0.860
C -3.289 -2.593 1.234
H -3.450 -3.523 3.119
C 0.606 6.637 -3.363
H -7.167 -0.633 1.081
C 2.573 5.671 -2.337
C 0.238 0.182 -2.966
N -1.012 1.144 -1.119
H 6.967 -4.830 0.869
H -1.149 3.050 -2.649
H 0.092 4.583 0.586
C -2.228 -0.516 0.443
C -3.207 -3.815 2.080
H -7.666 -2.968 1.195
C -6.959 -2.653 0.408
C 0.340 -0.613 0.288
H -3.257 3.633 -1.944
H -1.245 5.446 -3.154
C 6.452 -0.243 1.348
C -0.156 5.545 -2.956
H 2.729 -4.839 1.307
C -3.741 4.861 -0.202
H 3.644 -4.491 2.790
C -5.579 -4.352 1.408
C 2.758 -0.808 0.613
H -3.902 6.093 1.579
C -0.903 0.229 0.299
C 5.137 -0.922 1.148
H 2.535 7.590 -3.375
C -1.503 3.995 -0.744
H -2.184 -4.205 2.100
H -1.912 1.710 -1.117
H 7.997 -3.101 2.565
H 1.690 -2.707 0.857
H 0.768 2.244 -3.433
H -1.879 0.780 -2.896
H -1.435 5.899 2.113
H -6.131 -5.040 0.743
C 1.846 4.528 -1.947
H 4.843 -6.198 1.504
C 1.972 6.710 -3.056
C -3.478 -0.145 -0.135
H -1.285 -2.047 1.629
H -6.005 -1.040 -1.715
C -5.926 -0.627 -0.684
H -3.822 -5.356 0.707
C -4.602 -0.976 -0.061
H -4.226 -5.687 2.385
H -0.882 1.294 0.728
H -6.005 0.464 -0.781
H -8.047 -1.017 -0.403
C 7.451 -2.516 1.811
C 0.209 2.107 -1.324
H 2.018 1.475 -2.436
H 4.816 -5.198 0.048
C -3.231 5.492 0.942
C 0.465 4.503 -2.243
C -4.177 -4.900 1.634
H 8.431 -0.648 2.126
H -1.504 -0.829 -2.018
C -2.878 4.108 -1.031
C 5.023 -2.329 1.386
C 4.862 -5.166 1.143
H 6.485 -4.919 2.550
C 1.582 -0.047 0.251
H 0.086 7.415 -3.923
C 6.173 -4.521 1.568
C -7.108 -1.169 0.130
H 0.876 2.210 -0.441
H 1.774 1.007 0.002
C 0.915 1.572 -2.553
C 3.660 -4.400 1.688
C 4.032 -0.190 0.732
H 7.121 -0.972 3.274
H -6.130 -4.326 2.363
C -2.192 -1.753 1.113
C -1.850 5.389 1.231
C 2.655 -2.200 0.902
H 6.269 0.743 1.804
C -0.502 3.385 -1.777
H 0.061 0.103 -4.073
C 7.417 -1.049 2.220
N -5.623 -3.020 0.829
H 0.895 -0.680 -2.642
H -7.208 -3.230 -0.497
H -4.810 4.957 -0.451
H 6.908 -0.064 0.357
H 3.627 5.740 -2.081
H 2.346 3.693 -1.416
N 6.133 -3.081 1.652
H -3.627 0.823 -0.646
H 0.362 -1.772 0.241
C 3.749 -2.953 1.302
C -1.139 0.191 -2.277
C -4.513 -2.230 0.623
*
```



The following is a DFT calculation (ωB97M-V with the def2-TZVPD basis set) of a 8-piece molecular cluster, C44H50N6O16 overall at a distorted geometry.

Values from the calculation:
Orbital gap, eV: 8.17
Structure (SMILES): O=[N+]([O-])c1ccccc1.O=[N+]([O-])c1ccccc1.O=[N+]([O-])c1ccccc1.O=[N+]([O-])c1ccccc1.O=[N+]([O-])c1ccccc1.O=[N+]([O-])c1ccccc1.COCCOC.COCCOC
DFT total energy, Ha: -3238.38057

Structure (ORCA input):
```
! RIJCOSX wB97M-V def2-TZVPD def2/J DEFGRID3
* xyz 0 1
N 2.329 -19.025 18.080
H -8.237 -10.916 15.213
O -0.785 -24.393 17.946
H -3.256 -16.105 19.049
H -6.401 -16.360 15.620
N -9.489 -14.869 17.214
C -4.567 -11.899 15.140
C -10.187 -10.851 16.108
H -1.795 -15.358 14.607
N -1.038 -23.210 17.974
C -4.018 -21.426 15.095
O -3.423 -13.189 13.626
O -5.287 -12.352 13.025
H -7.313 -21.612 15.870
C 3.690 -20.194 14.838
C -6.032 -19.904 16.224
H -3.945 -12.537 18.355
H -5.693 -10.277 14.318
H -5.918 -9.180 16.512
C 1.142 -22.541 16.345
C -2.625 -17.757 13.202
C -2.148 -16.371 11.349
C -4.051 -12.546 16.265
O -2.538 -17.114 17.426
C 1.859 -18.296 15.723
O -2.376 -17.673 11.821
H 0.147 -22.794 13.144
C -11.192 -11.575 16.708
C -3.141 -15.967 17.962
H 1.496 -22.657 21.780
H -10.258 -9.789 15.910
C -0.744 -15.657 14.704
C -3.716 -20.153 15.564
H -0.644 -16.568 17.951
H -4.858 -14.758 17.731
C 0.679 -23.096 14.038
C -4.282 -11.968 17.497
N -4.400 -12.522 13.831
N -0.462 -21.185 15.114
C -5.441 -10.152 16.478
C 2.164 -18.401 14.369
H -1.207 -15.943 11.698
H -1.535 -17.984 15.077
C -5.288 -10.727 15.211
O -6.808 -23.498 14.453
H -6.861 -19.377 16.679
O -4.460 -15.767 15.974
C 1.416 -24.256 14.183
H -0.879 -18.341 17.760
C -5.724 -15.536 15.396
H 4.043 -20.658 16.884
H -11.802 -13.466 17.482
O 2.605 -20.013 18.729
H 2.564 -25.491 15.478
H 3.260 -19.534 12.884
H 1.024 -21.861 17.177
O -1.208 -21.113 14.164
C 0.275 -23.065 20.049
H -0.791 -18.731 13.677
H -0.642 -15.859 15.776
H 0.488 -24.121 20.028
H 1.428 -25.000 13.396
C -4.729 -19.416 16.152
O -10.208 -15.353 18.052
C 1.966 -23.639 16.428
C 2.514 -19.123 16.623
C 0.629 -20.877 21.033
C 0.490 -22.268 15.132
H -2.981 -15.711 11.598
N -5.635 -23.202 14.564
C -8.970 -11.457 15.794
H -3.296 -22.059 14.598
H -4.504 -18.477 16.641
C -0.557 -22.451 19.138
C -6.325 -21.186 15.789
C -9.753 -13.484 16.793
C -4.943 -10.744 17.617
C -1.325 -17.843 14.010
O 1.792 -18.009 18.501
C -5.310 -21.905 15.155
H -5.215 -16.470 17.804
C -1.330 -17.411 18.091
H -3.177 -18.672 13.419
H -7.736 -13.154 16.004
O -0.438 -16.749 13.871
C 0.827 -22.248 21.035
H -2.531 -15.054 17.850
C 2.024 -24.559 15.384
C -0.923 -21.105 19.213
H -5.145 -10.320 18.590
H -2.088 -16.421 10.261
O -1.681 -22.636 17.133
O -4.719 -23.904 14.184
H 4.489 -20.833 14.485
H 1.818 -17.647 13.675
O -0.455 -20.392 16.029
H -0.116 -14.845 14.348
C 3.007 -19.399 13.927
C -8.736 -12.778 16.160
H -6.138 -14.579 15.731
H -5.666 -15.429 14.311
H -2.700 -19.788 15.553
H 1.155 -20.342 21.813
H -3.544 -13.499 16.236
H -12.130 -11.102 16.964
C -4.522 -15.739 17.369
H 2.518 -23.842 17.338
C 3.461 -20.064 16.195
H -3.280 -16.929 13.497
O -8.529 -15.421 16.724
C -10.991 -12.912 17.032
H -0.573 -19.270 20.217
H -1.492 -17.491 19.173
H -1.567 -20.603 18.505
C -0.297 -20.311 20.165
H 1.134 -17.603 16.127
*
```



The following is a DFT calculation (ωB97M-V with the def2-TZVPD basis set) of C44H51AsBaClF4N3O4Si2Te as an isolated structure at a distorted geometry.

Values from the calculation:
Orbital gap, eV: 6.27
DFT total energy, Ha: -6140.59524
Relative energy (zero: lowest compared OMol25 entry of this formula, charge and spin), kcal per mole: 29.3

Structure (ORCA input):
```
! RIJCOSX wB97M-V def2-TZVPD def2/J DEFGRID3
* xyz -2 1
H -3.457 4.688 -2.168
H 2.162 2.090 -1.720
H 2.155 -6.846 -5.660
H 6.628 -3.939 0.800
C 3.433 -5.407 -6.601
N 3.001 -0.387 2.324
C -2.693 1.986 2.299
C 0.730 -1.639 -4.016
H -2.862 7.147 -0.380
O -3.744 -2.345 6.704
H -5.810 -0.270 1.125
C -1.718 -1.014 5.279
C 3.175 1.943 2.950
H -5.009 1.910 4.564
H -2.643 4.556 0.875
C 0.767 -0.657 -4.988
C -1.633 -0.602 -5.000
H -4.795 0.210 4.201
O -0.283 -2.500 0.889
C -1.193 -4.704 -0.867
H 4.025 -2.293 -5.436
Si -1.331 5.279 -1.037
H 4.035 1.969 2.273
H 3.787 0.299 4.200
H -6.295 1.004 3.784
C -2.410 4.675 -2.451
C -1.817 7.073 -0.657
As 2.252 -2.422 -3.085
H 1.100 5.693 -0.735
O -1.505 -0.746 0.357
H -3.115 -2.804 2.812
H -4.095 -0.628 1.064
C 3.972 -1.234 2.066
H 2.709 4.338 1.720
H 3.387 2.638 3.785
C 5.917 -3.212 1.134
H 0.067 3.068 2.536
F 4.497 -3.586 -0.749
C 2.714 -3.714 -4.503
F 7.207 -2.713 3.056
Te -1.687 2.125 0.397
C 1.173 -4.422 -1.157
H -4.918 3.455 0.565
C 5.184 -1.555 2.766
C -1.459 -1.434 2.630
H 2.188 -4.657 -0.865
H -2.461 -3.471 -2.064
H -4.771 0.493 -0.086
C 4.753 -2.925 0.419
C -1.674 -1.572 -4.015
C 3.856 -2.007 0.866
F 5.505 -0.920 3.939
H 1.439 3.660 0.670
N 2.006 2.392 2.206
C 2.203 -5.004 -4.577
H -1.654 7.715 -1.515
C 0.929 -3.478 -2.137
H -2.565 2.962 2.764
H -2.624 -1.897 -3.620
C 6.086 -2.490 2.305
C -5.220 1.136 3.831
H -5.371 3.929 2.194
H 1.514 -5.352 -3.820
H -0.942 4.581 1.297
Ba 0.891 -0.240 0.556
C -3.747 -2.579 5.489
H -0.397 0.632 -6.239
C 3.600 -3.291 -5.488
H 1.715 -0.266 -5.339
H -2.021 -5.164 -0.345
C 0.967 2.846 3.099
H 3.082 3.042 0.549
C 3.020 0.507 3.450
C -2.452 -2.114 3.309
C 0.107 -5.045 -0.531
H 0.716 2.069 3.813
H 1.275 3.749 3.658
F 2.753 -1.751 0.116
C -1.647 4.286 0.523
H -1.232 7.467 0.166
H -2.166 1.262 2.909
H -2.152 3.660 -2.727
Si -4.516 1.573 2.138
C -1.130 -1.634 1.167
Cl -0.031 1.734 -2.559
C -1.443 -3.749 -1.833
C -4.826 0.156 0.946
H -0.069 0.314 4.976
H -2.288 5.306 -3.325
H 0.834 4.296 -1.767
C -0.490 -2.103 -3.522
C 2.330 3.413 1.244
C -2.613 -1.887 4.673
H 3.710 -6.063 -7.415
C -0.380 -3.131 -2.481
C 1.609 1.150 -1.832
N -0.629 -0.550 3.201
H 2.057 0.424 3.960
C 3.952 -4.125 -6.534
C 0.484 5.290 -1.529
H -6.433 2.906 1.249
H -2.556 -0.176 -5.370
C -5.395 3.117 1.479
C 2.563 -5.844 -5.617
C -0.420 -0.149 -5.491
H 0.626 5.913 -2.407
H -1.807 -0.838 6.342
H 2.067 0.669 -2.707
H 0.290 -5.766 0.253
H 4.637 -3.775 -7.296
C -0.758 -0.388 4.515
O -4.490 -3.320 4.839
*
```